Model A:
The following is a quantum chemistry calculation of a cluster of 3 separate species, C6H13NO in total, from OMol25.

ORCA input file:
```
! RIJCOSX wB97M-V def2-TZVPD def2/J DEFGRID3
* xyz 0 1
C 1.04060 1.11122 -0.40195
C 1.30730 0.67798 1.00736
C 0.25971 -0.38588 1.28152
C -0.77160 -0.22280 2.10993
C 1.42567 -1.70061 -0.39791
C 0.38703 -1.54638 0.39656
N -0.18590 1.78883 -0.44295
H 1.84355 1.71229 -0.81552
H 0.92374 0.11666 -0.95063
H 1.08716 1.49687 1.68983
H 2.29031 0.23770 1.09181
H -0.76811 0.52965 2.87240
H -1.61856 -0.88186 2.06894
H 1.41807 -1.98462 -1.44061
H -1.39678 -1.35009 -2.23369
H -0.23766 -2.43255 0.60846
H -1.00528 1.11155 -0.60699
H -0.19150 2.46150 -1.21085
H -0.77363 -1.76518 -2.19145
H -2.83151 0.34428 -0.88490
O -2.20260 0.68144 -1.54935
*
```

Calculated values
E_HOMO ... -7.416 eV
Lowest unoccupied orbital energy ... -2.87 eV
M ... 115.18 g/mol
HOMO-LUMO gap ... 4.547 eV



Model B:
The following is a quantum chemistry calculation of a cluster of 2 separate species, C6H13NO in total, from OMol25.

ORCA input file:
```
! RIJCOSX wB97M-V def2-TZVPD def2/J DEFGRID3
* xyz 0 1
C 1.27370 -0.85070 -0.84148
C -1.74415 0.01738 1.25568
C -1.20528 1.70016 -0.48024
C -1.86927 -0.55665 -1.10990
C 3.31518 0.30764 -0.35372
C -1.67891 0.53060 -0.13158
N 1.95646 -0.07038 -0.10006
O 1.42294 0.46603 1.06694
H 1.86686 -1.21622 -1.74169
H -1.23345 -0.86374 1.39662
H -1.14920 0.85237 1.74134
H -2.67895 -0.05029 1.79114
H -0.94799 2.43593 0.27744
H -1.20145 1.98369 -1.52502
H 0.48256 0.91726 0.89595
H -0.91199 -0.99169 -1.24586
H -2.53073 -1.33500 -0.79954
H -2.40708 -0.37184 -2.08123
H 4.00553 -0.51838 0.17818
H 3.65422 0.23576 -1.44262
H 3.55688 1.31390 -0.13915
*
```

Calculated values
E_HOMO ... -8.251 eV
Lowest unoccupied orbital energy ... 0.85 eV
M ... 115.18 g/mol
HOMO-LUMO gap ... 9.097 eV



Model C:
The following is a quantum chemistry calculation of a cluster of 3 separate species, C6H13NO in total, from OMol25.

ORCA input file:
```
! RIJCOSX wB97M-V def2-TZVPD def2/J DEFGRID3
* xyz 0 1
C -1.37941 0.27921 -0.27402
C -1.03909 -0.67603 -1.38380
C -0.10375 2.12815 -0.60810
N -1.31995 -0.23019 0.99459
O -2.41045 1.10860 -0.48180
H -2.05098 2.06578 -0.50588
H -0.60369 -0.91573 1.19622
H -1.55612 0.40199 1.74460
H -1.82737 -1.43356 -1.45089
H -0.99989 -0.14767 -2.33175
H -0.09488 -1.18217 -1.19239
H -0.54466 2.01460 -1.58397
H 0.90929 2.49302 -0.72194
H -0.47243 2.29277 0.39040
C 2.34626 -0.35976 0.62345
C 1.71197 -1.60561 1.01575
C 1.15943 -2.61980 1.35038
H 2.84360 0.10278 1.47868
H 3.09058 -0.54077 -0.15476
H 1.61530 0.35934 0.23136
H 0.72625 -3.53495 1.66385
*
```

Calculated values
E_HOMO ... -7.229 eV
Lowest unoccupied orbital energy ... 0.88 eV
M ... 115.18 g/mol
HOMO-LUMO gap ... 8.110 eV



Which is the most stable structure? model C is the most stable.



Model A:
The following is a quantum chemistry calculation of a cluster of 2 separate species, C6H13NO in total, from OMol25.

ORCA input file:
```
! RIJCOSX wB97M-V def2-TZVPD def2/J DEFGRID3
* xyz 0 1
C 0.65024 3.30226 1.83170
C 1.29717 2.23443 0.98451
C 0.65591 1.44426 0.13652
N 1.44672 0.54788 -0.69040
C 0.94841 -0.83190 -0.58736
C 0.35911 -0.96577 -3.03999
C 0.47506 -1.52635 -1.83887
H 0.62783 4.18361 1.19217
H -0.38005 3.05951 2.07023
H 1.29270 3.50163 2.67908
H 2.36433 2.16208 1.15791
H -0.42708 1.40205 0.04458
H 1.40082 0.91755 -1.61924
H 0.13861 -0.86474 0.14424
H 1.76514 -1.45851 -0.20284
H 0.88535 -0.08585 -3.37140
H -0.16721 -1.53546 -3.79815
H 0.07017 -2.48693 -1.54781
H -4.57750 -4.65647 1.43285
H -4.38626 -3.70414 2.64368
O -4.43947 -4.63915 2.37858
*
```

Calculated values
E_HOMO ... -8.845 eV
SMILES string ... C=CCN/C=C/C.O
Lowest unoccupied orbital energy ... 0.74 eV
M ... 115.18 g/mol
HOMO-LUMO gap ... 9.586 eV



Model B:
The following is a quantum chemistry calculation of a cluster of 3 separate species, C6H13NO in total, from OMol25.

ORCA input file:
```
! RIJCOSX wB97M-V def2-TZVPD def2/J DEFGRID3
* xyz 0 1
C -0.82871 0.15007 -0.36786
C -0.22076 0.06357 0.81566
C -1.15859 -2.00224 0.82135
C -1.51463 0.86147 0.73852
C 1.06415 1.76125 0.04864
C 2.20176 1.00617 -0.56756
N -0.85650 -0.22218 -1.63083
O -0.20794 -2.68286 0.02195
H 0.66549 -2.55766 0.41373
H 0.60349 -0.31085 1.39993
H -0.28154 -1.00936 -1.89782
H -1.66219 -0.01191 -2.19593
H -2.14445 -2.14985 0.38724
H -1.11374 -2.26732 1.88198
H -1.46932 1.94508 0.77118
H -2.42464 0.42043 1.13714
H 1.24623 2.17686 1.03848
H 0.56253 2.47165 -0.60506
H 2.44290 0.09747 0.00729
H 3.13871 1.57569 -0.63257
H 1.95775 0.68453 -1.58544
*
```

Calculated values
E_HOMO (alpha / beta) ... -5.977 / -5.874 eV
Lowest unoccupied orbital energy (alpha / beta) ... 0.88 / 0.90 eV
M ... 115.18 g/mol
HOMO-LUMO gap (alpha / beta) ... 6.859 / 6.773 eV



Which is the most stable structure? model A is the most stable.



Model A:
The following is a quantum chemistry calculation of a cluster of 2 separate species, C2H7N2 in total, from OMol25.

ORCA input file:
```
! RIJCOSX wB97M-V def2-TZVPD def2/J DEFGRID3
* xyz 1 1
C 0.44088 0.32270 0.57727
C -1.30184 -0.43545 -0.73129
N 1.67826 0.46823 0.97411
N 0.11595 -0.26714 -0.48391
H -0.40390 0.55248 1.22181
H -1.79200 -1.17064 -0.16739
H -1.52707 -0.66088 -1.74434
H -2.18245 0.81634 -0.44853
H 2.04012 0.97320 1.82904
H 2.34411 -0.13622 0.37249
H 0.58794 -0.46260 -1.39925
*
```

Calculated values
E_HOMO ... -15.284 eV
Lowest unoccupied orbital energy ... -4.10 eV
M ... 59.09 g/mol
HOMO-LUMO gap ... 11.185 eV



Model B:
The following is a quantum chemistry calculation of the ion C2H7N2 with charge +1, from OMol25.

ORCA input file:
```
! RIJCOSX wB97M-V def2-TZVPD def2/J DEFGRID3
* xyz 1 1
C 0.45357 0.28367 -0.66863
C -0.34855 -0.30104 0.26443
N -0.51450 0.19250 1.60700
N 0.54322 -0.15486 -1.92711
H 0.98499 1.20799 -0.47565
H -0.76983 -1.24486 -0.04557
H -0.84384 -0.58707 2.16931
H 0.35209 0.39574 2.12018
H -1.14264 0.99216 1.71418
H 0.01604 -0.95556 -2.24707
H 1.26947 0.17134 -2.51107
*
```

Calculated values
E_HOMO ... -13.173 eV
SMILES string ... N/C=C/[NH3+]
Lowest unoccupied orbital energy ... -3.70 eV
M ... 59.09 g/mol
HOMO-LUMO gap ... 9.470 eV



Which is the most stable structure? model B is the most stable.



Model A:
The following is a quantum chemistry calculation of a cluster of 2 separate species, C4H13N3O in total, from OMol25.

ORCA input file:
```
! RIJCOSX wB97M-V def2-TZVPD def2/J DEFGRID3
* xyz 0 1
C 1.00038 -0.33723 0.35357
C 0.67264 -1.80424 0.09444
C 1.88455 0.23424 -0.75370
O 1.62740 -0.19076 1.62036
H 2.42036 -0.74184 1.64455
H -1.45370 -0.07613 -1.48634
H 0.06930 -2.20733 0.90356
H 1.37789 0.17557 -1.71493
H 2.11728 1.27656 -0.54209
H 1.58980 -2.39575 0.02434
H 0.13182 -1.92077 -0.84112
H 2.82801 -0.31254 -0.81835
N -2.41736 -0.49279 0.25015
N -1.06177 1.85210 0.74656
C -1.50823 1.64962 -0.43664
N -1.98638 0.42009 -0.75229
H -3.41887 -0.35264 0.39934
H -1.95011 -0.25016 1.12263
H 0.09267 0.41438 0.56002
H -0.73245 2.78940 0.94064
H -1.28322 2.27022 -1.31467
*
```

Calculated values
E_HOMO ... -9.357 eV
SMILES string ... [H]/N=C/NN.CC(C)O
Lowest unoccupied orbital energy ... 0.92 eV
M ... 119.17 g/mol
HOMO-LUMO gap ... 10.277 eV



Model B:
The following is a quantum chemistry calculation of the molecule C4H13N3O, from OMol25.

ORCA input file:
```
! RIJCOSX wB97M-V def2-TZVPD def2/J DEFGRID3
* xyz 0 1
C 0.02833 0.03838 -0.58552
C -0.42909 0.34360 0.81781
C 1.65864 -0.26450 -0.55627
C -0.19460 1.18117 -1.57768
N -2.01472 0.72395 0.69728
N -0.44479 -0.74898 1.73316
N 2.13895 -1.16037 0.46745
O -2.69426 -0.51070 0.27284
H -3.28287 -0.18957 -0.43037
H -2.29998 0.78017 1.67994
H -0.45102 -0.87530 -0.95094
H 0.10168 1.20073 1.24007
H -1.11543 -1.43327 1.37400
H 0.50042 -1.08001 1.92945
H 2.89559 -1.73906 0.10484
H 2.28482 -0.64805 1.33889
H 1.86776 -0.70900 -1.53473
H 2.21833 0.67414 -0.51685
H -1.26035 1.32461 -1.77445
H 0.28439 0.96892 -2.53883
H 0.20820 2.12314 -1.19008
*
```

Calculated values
E_HOMO ... -8.498 eV
SMILES string ... C[C@@H](CN)[C@H](N)NO
Lowest unoccupied orbital energy ... 0.98 eV
M ... 119.17 g/mol
HOMO-LUMO gap ... 9.480 eV



Model C:
The following is a quantum chemistry calculation of a cluster of 3 separate species, C4H13N3O in total, from OMol25.

ORCA input file:
```
! RIJCOSX wB97M-V def2-TZVPD def2/J DEFGRID3
* xyz 0 1
C 0.62019 0.11987 1.22596
N -0.56454 0.65265 0.81327
C -0.93094 0.70417 -0.59143
N -1.70253 -0.46097 -0.88320
C 1.91859 0.69125 0.93203
C 2.70495 0.79581 -0.20477
O -3.38398 0.39431 0.87654
N 1.07543 -1.66312 -1.13773
H 1.37624 -1.27091 -0.26538
H 0.56585 -0.50494 2.08906
H -1.30688 0.89010 1.47971
H -0.01363 0.95819 -1.14630
H -1.59890 1.55390 -0.77057
H -2.31513 -0.32156 -1.69560
H -2.30078 -0.61143 -0.05670
H 2.56925 0.56449 1.81158
H 3.66115 1.28624 -0.03418
H 2.59595 0.33486 -1.17827
H -4.29182 0.17367 1.10149
H 1.26275 -2.68429 -1.21369
H 0.05876 -1.60230 -1.15184
*
```

Calculated values
E_HOMO ... -6.885 eV
Lowest unoccupied orbital energy ... -2.36 eV
M ... 119.17 g/mol
HOMO-LUMO gap ... 4.524 eV



Which is the most stable structure? model A is the most stable.



Model A:
The following is a quantum chemistry calculation of the molecule C4H13N3O, from OMol25.

ORCA input file:
```
! RIJCOSX wB97M-V def2-TZVPD def2/J DEFGRID3
* xyz 0 1
C 0.28107 0.01777 -0.03295
C -1.07707 -0.18024 -0.60723
C 0.69840 1.31338 -1.12374
C 0.29158 0.50287 1.40435
N -2.25623 -1.36661 1.24767
N 1.18160 -1.06670 -0.22474
N 2.11652 1.46011 -1.26745
O -1.66460 -1.54662 -0.04382
H -3.26511 -1.30066 1.09751
H -2.09868 -2.24581 1.73871
H 1.07767 -1.51351 -1.12816
H 1.11387 -1.75578 0.51377
H 2.50543 0.64123 -1.72303
H 2.56046 1.54893 -0.35911
H -1.07929 -0.42316 -1.66961
H -1.79515 0.58184 -0.30760
H 0.29565 2.21369 -0.65713
H 0.27251 1.26168 -2.12822
H -0.20899 1.46488 1.49046
H 1.31672 0.59417 1.76083
H -0.26636 -0.20145 2.01950
*
```

Calculated values
E_HOMO ... -8.228 eV
SMILES string ... C[C@](N)(CN)CON
Lowest unoccupied orbital energy ... 0.92 eV
M ... 119.17 g/mol
HOMO-LUMO gap ... 9.150 eV



Model B:
The following is a quantum chemistry calculation of a cluster of 2 separate species, C4H13N3O in total, from OMol25.

ORCA input file:
```
! RIJCOSX wB97M-V def2-TZVPD def2/J DEFGRID3
* xyz 0 1
C 1.61254 0.01679 -0.25445
C 2.74570 -0.35247 0.64402
N 1.33755 -0.69258 -1.35510
N 0.96881 1.15816 -0.02994
H -0.29877 -0.87399 0.74329
H 0.14250 1.30502 -0.60119
H 0.77596 1.41831 0.94195
H 1.81089 -1.57272 -1.47523
H 0.35574 -0.66713 -1.65798
H 3.59931 0.30713 0.46623
H 2.44132 -0.22678 1.68567
H 3.05785 -1.38444 0.49418
N -2.70388 -0.19946 -1.37817
C -1.33988 -0.50560 0.64074
C -1.68460 0.75880 1.24012
O -1.36674 -0.53985 -0.92045
H -2.52711 0.37082 -2.20412
H -3.01267 0.47310 -0.65731
H -1.99012 -1.31473 0.98321
H -2.54765 0.81832 1.88909
H -1.37674 1.70329 0.80544
*
```

Calculated values
E_HOMO ... -5.515 eV
Lowest unoccupied orbital energy ... 0.20 eV
M ... 119.17 g/mol
HOMO-LUMO gap ... 5.714 eV



Which is the most stable structure? model A is the most stable.



Model A:
The following is a quantum chemistry calculation of a cluster of 3 separate species, C5H14O2 in total, from OMol25.

ORCA input file:
```
! RIJCOSX wB97M-V def2-TZVPD def2/J DEFGRID3
* xyz 0 1
C -1.08362 -2.00507 1.83072
C -0.41703 -0.64564 1.42735
C -0.48266 -0.33614 0.04475
C -0.50072 0.99554 -0.59119
C -0.04628 0.39024 2.43191
H -0.24265 -2.74146 2.19779
H -1.89603 -1.82803 2.63012
H -1.55479 -2.37935 0.95239
H -0.93621 -1.31726 -0.53961
H -0.85384 1.70156 0.11838
H -1.20317 0.84118 -1.34981
H 0.58128 1.28582 -0.87545
H 0.37391 1.35050 1.98548
H -0.91651 0.80800 2.77976
H 0.56840 0.05890 3.32598
H 3.65922 2.39832 0.76338
H 3.44242 2.27074 -0.81262
O 3.90062 1.87495 -0.15170
H -0.47008 -0.18422 -5.63681
H -0.94887 -1.72537 -5.49392
O -0.97339 -0.81319 -5.03689
*
```

Calculated values
E_HOMO ... -8.246 eV
SMILES string ... CC=C(C)C.O.O
Lowest unoccupied orbital energy ... 0.75 eV
M ... 106.16 g/mol
HOMO-LUMO gap ... 9.001 eV



Model B:
The following is a quantum chemistry calculation of a cluster of 3 separate species, C5H14O2 in total, from OMol25.

ORCA input file:
```
! RIJCOSX wB97M-V def2-TZVPD def2/J DEFGRID3
* xyz 0 1
C -0.05578 -0.92974 3.53302
C 0.71563 -0.39722 2.30947
C 0.72727 -1.28959 1.09376
C 0.82699 -2.60442 1.16057
C 0.39714 -0.63886 -0.22198
H 0.07507 -2.00950 3.65291
H -1.11981 -0.91491 3.26910
H 0.17788 -0.44335 4.47223
H 1.76599 -0.40612 2.62793
H 0.36235 0.61180 2.15371
H 0.82936 -3.20321 0.25938
H 0.69839 -3.23390 2.02132
H 0.49722 0.43765 -0.23767
H -0.52803 -0.99927 -0.65049
H 1.14918 -0.80023 -1.01367
H -0.04820 6.56003 -0.13545
H -1.27493 7.26193 -0.35317
O -0.33218 7.39765 -0.53128
H -1.20836 -2.30472 -6.65750
H -1.02202 -2.77102 -5.25981
O -1.70723 -2.71181 -5.93579
*
```

Calculated values
E_HOMO ... -9.246 eV
SMILES string ... C=C(C)CC.O.O
Lowest unoccupied orbital energy ... 0.64 eV
M ... 106.16 g/mol
HOMO-LUMO gap ... 9.890 eV



Which is the most stable structure? model B is the most stable.